[1]
This record from OMol25 describes a molecular structure, C26H14MnN3O5. The level of theory is ωB97M-V/def2-TZVPD.

The geometry in XYZ format:
```
49
Properties=species:S:1:pos:R:3:forces:R:3
Mn 0.370 0.287 -0.010 -0.10 -0.07 0.21
O -4.316 1.227 -3.716 -0.03 -0.03 -0.02
C -3.381 1.097 -2.982 0.08 0.08 0.04
C -3.342 1.466 -1.484 0.04 -0.08 -0.05
O -4.244 1.943 -0.844 -0.01 0.02 0.01
C -1.982 1.099 -1.049 -0.05 0.01 -0.11
C -1.236 0.625 -2.113 0.15 -0.01 0.18
O 0.017 0.261 -1.895 -0.09 0.14 -0.30
C -1.994 0.538 -3.352 -0.11 0.02 0.06
O -1.653 0.108 -4.429 0.01 -0.02 -0.02
O -1.453 1.177 0.136 0.04 0.02 0.03
C 1.896 1.135 3.971 0.00 0.02 -0.03
C 1.491 -0.012 4.635 0.00 -0.01 0.03
C 0.804 -1.003 3.952 0.00 0.02 -0.03
C 0.536 -0.848 2.594 0.03 0.01 0.00
C 0.963 0.296 1.906 -0.02 0.00 -0.03
C 1.629 1.289 2.615 -0.02 -0.06 0.05
C -0.192 -1.858 1.804 -0.01 0.00 0.08
C -0.899 -2.919 2.412 0.01 0.01 -0.07
C -1.576 -3.801 1.632 0.00 0.02 0.01
C -1.532 -3.681 0.227 0.00 -0.08 0.01
C -2.189 -4.603 -0.620 0.00 0.02 0.00
C -2.102 -4.477 -1.976 -0.01 0.01 0.01
C -1.341 -3.428 -2.529 0.00 0.00 -0.01
C -0.698 -2.519 -1.735 0.00 -0.07 -0.03
C -0.794 -2.615 -0.331 -0.05 0.07 -0.02
N -0.171 -1.692 0.485 0.06 0.01 0.02
H 2.422 1.914 4.509 0.00 0.00 0.00
H 1.706 -0.136 5.689 0.00 0.01 0.00
H 0.493 -1.890 4.487 0.00 -0.01 -0.01
H 1.946 2.203 2.128 0.00 0.00 -0.01
H -0.926 -2.998 3.487 0.01 0.01 0.01
H -2.154 -4.604 2.075 0.01 0.00 0.00
H -2.760 -5.405 -0.168 0.01 0.00 0.00
H -2.610 -5.176 -2.626 0.00 0.00 0.00
H -1.264 -3.328 -3.604 -0.01 0.00 0.00
H -0.131 -1.714 -2.178 0.01 -0.11 0.01
N 4.308 6.293 -1.848 0.00 -0.02 0.02
C 3.718 5.358 -1.539 -0.03 0.01 -0.01
C 2.978 4.184 -1.151 0.07 0.04 -0.02
C 1.597 4.236 -1.018 -0.04 -0.03 0.01
C 0.930 3.083 -0.649 0.06 0.00 -0.01
N 1.577 1.939 -0.407 -0.01 0.03 0.01
C 2.906 1.891 -0.531 0.01 0.04 -0.01
C 3.650 2.991 -0.908 -0.05 -0.05 0.02
H 1.049 5.148 -1.202 0.01 0.00 0.00
H -0.146 3.054 -0.529 0.00 0.02 0.00
H 3.380 0.943 -0.315 0.00 0.00 0.00
H 4.723 2.921 -1.007 0.00 0.01 0.00
```
Forces are in eV/Å.

<S²> = 6.10
net charge = 0
gap between HOMO and LUMO (alpha / beta) = 6.5 / 6.5 eV
relative energy (zero: lowest compared OMol25 entry of this formula, charge and spin) = 0.65 kcal per mole
HOMO level (alpha / beta) = -0.289 / -0.292 hartree
multiplicity = 5
E = -2690.675796 Eh

Here are the Mulliken charges for atoms 1 to 6, given in e: number 1, Mn, carries 0.032; number 2, O, carries -0.547; number 3, C, carries 0.491; number 4, C, carries -0.114; number 5, O, carries -0.575; number 6, C, carries 1.377

[2]
This record from OMol25 describes a molecular structure, C26H15BrCl2F3N6O5Ti in a non-equilibrium geometry. The level of theory is ωB97M-V/def2-TZVPD.

The geometry in XYZ format:
```
59
Properties=species:S:1:pos:R:3:forces:R:3
Ti 0.395 -0.005 -0.054 0.02 -0.21 0.94
Cl -2.150 -0.266 -6.257 -0.01 0.00 -0.01
C -1.040 -0.107 -4.950 0.08 0.06 -0.02
C -1.363 -0.690 -3.732 -0.11 -0.05 0.07
C -0.484 -0.554 -2.673 0.22 -0.24 -0.13
N -0.606 -1.056 -1.369 -0.70 -0.13 -0.60
C -1.506 -1.990 -0.957 0.33 -0.12 0.11
O -2.517 -2.364 -1.504 -0.05 -0.07 -0.11
C -1.003 -2.592 0.329 0.05 -0.10 -0.09
C -1.599 -3.703 0.874 -0.04 -0.09 0.04
C -0.987 -4.317 1.959 0.05 0.01 0.02
C 0.205 -3.796 2.431 -0.08 -0.10 0.04
C 0.719 -2.654 1.843 0.10 0.10 -0.03
N 0.127 -2.043 0.817 -0.19 0.00 0.10
C 0.732 0.129 -2.835 0.00 -0.26 -0.09
C 1.053 0.704 -4.051 0.12 0.04 0.05
C 0.156 0.594 -5.105 -0.09 -0.05 -0.01
Cl 0.558 1.339 -6.604 0.01 0.00 -0.02
N 1.489 0.165 -1.635 -0.14 0.40 -0.37
C 2.851 0.384 -1.626 0.01 -0.12 0.26
O 3.568 0.555 -2.578 -0.03 0.10 -0.14
C 3.382 0.358 -0.224 0.01 -0.11 -0.02
C 4.647 0.830 0.051 0.10 -0.06 -0.01
C 5.079 0.841 1.368 -0.06 0.01 -0.01
C 4.222 0.368 2.347 0.12 -0.01 0.03
C 2.968 -0.084 1.983 -0.16 -0.10 0.07
N 2.541 -0.105 0.716 0.00 0.27 -0.27
H -2.283 -1.243 -3.621 0.00 0.03 0.00
H -2.507 -4.078 0.421 0.02 0.01 0.00
H -1.418 -5.202 2.409 0.00 0.02 -0.01
H 0.737 -4.256 3.251 0.00 0.01 -0.02
H 1.645 -2.234 2.199 0.00 0.04 0.00
H 1.989 1.221 -4.194 -0.01 0.02 0.00
H 5.255 1.178 -0.773 -0.01 0.03 0.03
H 6.054 1.232 1.628 0.00 -0.05 -0.01
H 4.501 0.369 3.392 -0.01 0.01 -0.04
H 2.276 -0.411 2.746 -0.08 0.08 -0.03
O -5.596 0.686 2.858 -0.02 -0.01 0.09
C -4.420 0.493 2.257 0.09 0.00 0.01
C -4.253 0.397 0.880 -0.18 0.02 -0.04
C -2.987 0.201 0.389 0.15 -0.07 -0.07
N -1.877 0.093 1.141 0.02 0.00 0.19
C -2.073 0.172 2.463 0.03 0.02 -0.15
Br -0.615 -0.012 3.654 0.08 -0.05 -0.11
C -3.295 0.372 3.064 -0.15 0.02 0.07
H -6.320 0.732 2.222 0.00 0.01 -0.05
H -5.096 0.466 0.205 0.05 -0.01 -0.02
H -2.848 0.101 -0.678 -0.01 0.04 -0.02
H -3.392 0.429 4.138 0.03 -0.01 0.00
F 2.367 4.454 0.936 0.01 0.04 -0.09
C 1.422 3.628 0.533 -0.17 -0.13 0.03
F 1.771 3.134 -0.676 -0.06 0.08 0.10
F 0.278 4.310 0.386 -0.03 0.05 -0.14
C 1.217 2.480 1.551 0.34 -0.44 0.02
O 1.746 2.545 2.622 -0.14 -0.04 0.13
O 0.496 1.472 1.108 0.25 0.94 0.26
N -1.441 2.481 -1.701 -0.05 0.08 -0.02
C -0.898 1.633 -1.145 0.33 0.08 0.05
H -1.873 3.214 -2.230 0.00 0.00 0.03
```
Forces are in eV/Å.

net charge = +1
gap between HOMO and LUMO = 6.7 eV
HOMO level = -0.399 hartree
E = -6347.980771 Eh

Here are the Mulliken charges for atoms 1 to 6, given in e: number 1, Ti, carries -0.963; number 2, Cl, carries -0.179; number 3, C, carries 0.042; number 4, C, carries -0.870; number 5, C, carries 0.016; number 6, N, carries 1.216

[3]
This record from OMol25 describes a molecular structure, C26H16CrN2O5 in a non-equilibrium geometry. The level of theory is ωB97M-V/def2-TZVPD.

The geometry in XYZ format:
```
50
Properties=species:S:1:pos:R:3:forces:R:3
C -0.460 -2.318 0.056 -0.48 -2.83 0.69
N 0.212 -3.155 -0.969 -0.26 -0.41 0.64
O -0.306 -4.247 -1.306 0.37 1.11 0.59
O 1.233 -2.694 -1.544 -1.06 -0.54 0.13
C 0.482 -1.656 0.986 -0.29 0.44 -1.32
C 1.666 -1.059 0.501 0.67 0.97 0.09
C 2.389 -0.165 1.283 0.25 -0.22 -0.35
C 2.018 0.135 2.592 -0.48 -0.16 0.06
C 2.702 1.149 3.348 0.36 0.37 0.51
N 3.255 1.964 3.965 -0.54 -0.77 -0.62
C 0.921 -0.570 3.118 -0.46 -0.51 0.43
C 0.187 -1.480 2.353 0.01 0.59 0.16
H -1.334 -2.787 0.576 1.59 -0.52 -0.20
H 1.999 -1.248 -0.519 -0.27 0.19 0.55
H 3.273 0.326 0.883 -0.15 -0.12 -0.11
H 0.647 -0.407 4.163 0.03 -0.07 -0.32
H -0.663 -2.025 2.774 0.27 0.35 -0.01
O -8.224 -2.292 -5.527 1.41 -0.79 0.21
C -7.183 -2.783 -5.387 -2.10 0.89 0.22
Cr -5.364 -3.336 -5.300 -2.85 0.22 -3.98
C -5.007 -1.567 -4.762 1.19 3.95 1.59
O -4.905 -0.427 -4.552 -0.43 -2.07 -0.66
C -5.335 -2.665 -7.080 0.28 1.81 -2.19
O -5.425 -2.097 -8.103 0.25 -1.65 2.34
C -5.478 -5.487 -5.530 -0.03 -1.23 -0.20
C -5.949 -5.151 -4.259 -0.95 -0.35 0.53
C -5.189 -4.340 -3.405 0.14 0.45 1.59
C -3.858 -3.994 -3.722 1.11 -0.39 1.47
C -3.084 -3.196 -2.813 0.49 0.72 0.61
C -2.458 -2.480 -2.033 -0.35 -0.82 -0.57
C -1.778 -1.602 -1.115 0.64 2.10 -1.28
C -2.627 -0.590 -0.444 -0.10 -0.26 -0.46
C -2.001 0.515 0.140 -0.44 0.59 1.26
C -2.740 1.393 0.962 0.16 -0.38 -0.96
C -4.126 1.231 1.082 -0.11 0.06 0.43
C -4.780 0.187 0.422 0.92 -0.36 -0.98
C -4.026 -0.693 -0.395 -0.41 0.50 1.35
C -3.455 -4.227 -5.060 1.61 0.25 0.03
C -4.221 -5.027 -5.932 0.60 -0.34 -0.36
H -6.089 -6.078 -6.219 0.19 0.28 0.29
H -6.957 -5.442 -3.950 0.38 0.15 -0.20
H -5.626 -3.941 -2.470 0.39 -0.64 -0.56
H -0.878 -1.105 -1.524 -0.95 0.04 -0.79
H -0.921 0.648 0.034 -0.30 -0.06 0.05
H -2.227 2.230 1.445 -0.23 -0.29 -0.10
H -4.705 1.912 1.717 0.28 -0.25 -0.28
H -5.863 0.064 0.480 0.31 0.10 0.04
H -4.521 -1.505 -0.916 0.06 0.04 0.01
H -2.498 -3.813 -5.409 -0.47 -0.39 0.27
H -3.820 -5.286 -6.916 -0.25 0.26 0.32
```
Forces are in eV/Å.

<S²> = 3.84
net charge = -1
gap between HOMO and LUMO (alpha / beta) = 3.9 / 6.0 eV
HOMO level (alpha / beta) = -0.070 / -0.194 hartree
multiplicity = 4
E = -2530.303654 Eh

Here are the Mulliken charges for atoms 1 to 6, given in e: number 1, C, carries -0.906; number 2, N, carries 1.116; number 3, O, carries -0.693; number 4, O, carries -0.756; number 5, C, carries 0.769; number 6, C, carries -0.296